Entry 1:
Computed, not measured: C2H3N3O4 in the gas phase, with the ωB97M-V functional and the def2-TZVPD basis.

Structure (XYZ):
```
12
Properties=species:S:1:pos:R:3:nbo_charge:R:1
H 1.8932 1.7631 -1.7826 0.3736
N 1.9174 1.2533 -0.9112 -0.7053
C 0.8983 0.4873 -0.6695 0.6462
O -0.2099 0.2972 -1.4607 -0.2998
N -1.0031 -0.5894 -0.7402 0.0703
O -2.2999 -0.0727 -0.8230 -0.5225
C -0.6326 -0.6682 0.5619 0.7023
O -1.3214 -1.0848 1.4825 -0.5891
N 0.6690 -0.2228 0.4995 -0.1752
O 1.4872 0.0008 1.6086 -0.4779
H -2.6538 -0.4862 -0.0189 0.4854
H 1.2556 -0.6775 2.2536 0.4920
```

**HOMO**: -9.78 eV
**LUMO**: 0.38 eV
**Total charge**: 0
**SMILES string**: [H]/N=c1\on(O)c(=O)n1O
**Energy above the lowest of the compared OMol25 structures with the same formula, charge and spin**: 241.5 kJ/mol

Entry 2:
Computed, not measured: C2H3N3OS in the gas phase, with the ωB97M-V functional and the def2-TZVPD basis.

Structure (XYZ):
```
10
Properties=species:S:1:pos:R:3:nbo_charge:R:1
O 1.0535 1.3483 -2.1596 -0.4865
N 0.4773 0.4837 -1.2507 0.0991
C 0.0007 -0.7107 -1.4853 0.1566
N -0.4571 -1.2493 -0.3670 -0.4872
C -0.2320 -0.2655 0.5321 0.1603
S -0.6700 -0.4377 2.2240 0.0675
N 0.3550 0.8369 0.0358 -0.3559
H 1.2577 2.0713 -1.5827 0.4895
H 0.0388 -1.2385 -2.4902 0.2259
H -0.2431 0.7426 2.5579 0.1306
```

**HOMO**: -8.91 eV
**LUMO**: 0.84 eV
**Total charge**: 0
**SMILES string**: On1cnc(S)n1
**Energy above the lowest of the compared OMol25 structures with the same formula, charge and spin**: 161.6 kJ/mol

Entry 3:
Computed, not measured: C2H3N3OS in the gas phase, with the ωB97M-V functional and the def2-TZVPD basis.

Structure (XYZ):
```
10
Properties=species:S:1:pos:R:3:nbo_charge:R:1
O -0.5667 1.8733 -0.1475 -0.5282
N -0.1926 0.6223 0.2449 0.0242
N 1.1096 0.2738 -0.0788 -0.3959
C 1.0871 -1.0962 -0.0909 0.2632
N -0.1215 -1.6067 -0.0615 -0.4527
C -0.9203 -0.5177 0.0035 0.1615
S -2.5805 -0.4509 -0.0090 -0.2042
H -1.5716 1.8081 -0.2490 0.5073
H 1.7791 0.7783 0.4680 0.4100
H 1.9775 -1.6843 -0.0797 0.2148
```

**HOMO**: -8.53 eV
**LUMO**: -0.09 eV
**Total charge**: 0
**SMILES string**: On1[nH]cnc1=S
**Energy above the lowest of the compared OMol25 structures with the same formula, charge and spin**: 214.0 kJ/mol

Entry 4:
Computed, not measured: a 2-piece molecular cluster, C2H3N3OS overall, with the ωB97M-V functional and the def2-TZVPD basis.

Structure (XYZ):
```
10
Properties=species:S:1:pos:R:3:nbo_charge:R:1
C -0.4968 -0.2987 0.3344 0.3290
C -1.2385 0.8564 0.2441 -0.1194
H -0.3619 -2.2870 0.2364 0.4554
H -2.2340 1.0881 0.6507 0.2182
H 2.6865 -0.2017 0.0472 0.1295
N -0.6582 1.6933 -0.4487 -0.2657
N 0.4495 1.2180 -1.0563 -0.0794
N 0.5739 0.0951 -0.4950 -0.3262
O -0.5952 -1.2757 1.2588 -0.5738
S 1.8749 -0.8878 -0.7718 0.2326
```

**HOMO**: -9.14 eV
**LUMO**: -1.29 eV
**Total charge**: 0
**Energy above the lowest of the compared OMol25 structures with the same formula, charge and spin**: 478.5 kJ/mol

Entry 5:
Computed, not measured: C2H3N3OS in the gas phase, with the ωB97M-V functional and the def2-TZVPD basis.

Structure (XYZ):
```
10
Properties=species:S:1:pos:R:3:nbo_charge:R:1
S 2.0263 -0.4677 -0.6832 0.0104
C 0.8605 0.4391 0.3299 -0.5983
C -0.5129 0.1031 -0.0433 0.4754
N -1.4079 0.8878 -0.5046 -0.3231
N -2.5226 0.0772 -0.7606 -0.0313
N -2.3351 -1.0489 -0.2712 0.1044
O -1.0206 -1.1067 0.1430 -0.2881
H 2.9674 -0.6716 0.2597 0.1380
H 1.0016 1.4992 0.1352 0.2551
H 0.9432 0.2887 1.3950 0.2573
```

**HOMO**: -9.97 eV
**LUMO**: 0.34 eV
**Total charge**: 0
**SMILES string**: SCc1nnno1
**Energy above the lowest of the compared OMol25 structures with the same formula, charge and spin**: 184.7 kJ/mol

Entry 6:
Computed, not measured: C2H3N3S in the gas phase, with the ωB97M-V functional and the def2-TZVPD basis.

Structure (XYZ):
```
9
Properties=species:S:1:pos:R:3:nbo_charge:R:1
S 1.9576 -0.0763 0.0387 0.0588
C 0.2391 -0.0430 -0.1707 -0.0359
C -0.5782 1.0677 -0.0763 -0.1749
N -1.8695 0.6579 0.0303 -0.1984
N -1.9326 -0.5848 0.1284 -0.0624
N -0.5760 -0.9874 -0.1505 -0.4008
H 2.0800 1.3383 0.2433 0.1678
H -0.3274 2.1806 0.1573 0.2218
H -0.3922 -2.0459 0.4060 0.4241
```

**HOMO**: -8.96 eV
**LUMO**: 0.32 eV
**Total charge**: 0
**SMILES string**: Sc1cnn[nH]1
**Energy above the lowest of the compared OMol25 structures with the same formula, charge and spin**: 248.1 kJ/mol

Entry 7:
Computed, not measured: C2H3N3S in the gas phase, with the ωB97M-V functional and the def2-TZVPD basis.

Structure (XYZ):
```
9
Properties=species:S:1:pos:R:3:nbo_charge:R:1
H 0.4641 -0.5697 3.3472 0.3534
N 0.5142 -0.0276 2.4358 -0.4072
N -0.0798 -0.6560 1.5463 0.0678
N 0.2830 -0.0742 0.3038 -0.4945
C -0.2048 -0.0588 -0.9818 0.1824
C -0.3416 -0.1326 -2.3070 -0.2457
S -1.4202 1.2485 -1.8694 -0.0728
H 0.7333 0.8947 0.6305 0.3889
H 0.0518 -0.6241 -3.1055 0.2277
```

**HOMO**: -7.86 eV
**LUMO**: 0.28 eV
**Total charge**: 0
**SMILES string**: [H]/N=N/NC1=CS1
**Energy above the lowest of the compared OMol25 structures with the same formula, charge and spin**: 502.0 kJ/mol

Entry 8:
Computed, not measured: C2H3N3S3 in the gas phase, with the ωB97M-V functional and the def2-TZVPD basis.

Structure (XYZ):
```
11
Properties=species:S:1:pos:R:3:nbo_charge:R:1
H -2.7997 -1.2174 0.2331 0.3580
N -2.6477 -0.2027 0.2271 -0.6098
C -1.4253 -0.1175 -0.0517 0.2217
N -0.4855 -1.2219 0.1239 -0.8269
S 0.8909 -1.2377 -0.9537 0.5013
C 1.6945 0.2104 -0.2680 -0.1141
S 3.3559 0.1811 -0.0016 -0.1066
N 0.8954 1.2949 -0.0498 -0.7565
S -0.7581 1.3374 -0.7685 0.4686
H -0.2193 -1.1472 1.3488 0.4198
H 1.4992 2.1206 0.1604 0.4444
```

**HOMO**: -8.76 eV
**LUMO**: -0.41 eV
**Total charge**: 0
**SMILES string**: [H]/N=C1\NSC(=S)NS1
**Energy above the lowest of the compared OMol25 structures with the same formula, charge and spin**: 66.3 kJ/mol

Entry 9:
Computed, not measured: an isolated ion of composition C2H3N4 and charge +1, with the ωB97M-V functional and the def2-TZVPD basis.

Structure (XYZ):
```
9
Properties=species:S:1:pos:R:3:nbo_charge:R:1
C -2.8074 0.6616 0.3010 0.5339
C -0.7147 0.7574 -0.2259 0.6975
N -1.7943 1.3550 -0.1395 -0.4402
N -2.7519 -0.6072 -0.0812 -0.1120
N -1.6512 -1.1315 -0.0146 -0.2827
N 0.5309 0.8732 0.0460 -0.7298
H -1.4571 -2.0340 -0.4030 0.4163
H 0.8486 1.7935 0.2654 0.4510
H 1.1482 0.1333 0.3098 0.4661
```

**HOMO (alpha / beta)**: -15.28 / -14.80 eV
**LUMO (alpha / beta)**: -7.38 / -6.91 eV
**Total charge**: +1
**Energy above the lowest of the compared OMol25 structures with the same formula, charge and spin**: 206.4 kJ/mol

Entry 10:
Computed, not measured: an isolated ion of composition C2H3N4 and charge +1, with the ωB97M-V functional and the def2-TZVPD basis.

Structure (XYZ):
```
9
Properties=species:S:1:pos:R:3:nbo_charge:R:1
N 0.2299 0.6516 -1.2738 -0.3698
N 0.1465 0.1599 -0.1058 0.0357
C -0.5720 -0.9250 0.4512 0.2558
N -0.3924 -0.8339 1.7671 -0.3821
C 0.4948 0.1032 1.9564 0.6485
N 0.8745 0.8183 0.8652 -0.2833
H -0.0849 1.5103 -1.6538 0.4421
H 0.5194 0.0282 -1.9923 0.4120
H -1.2159 -1.5129 -0.0143 0.2412
```

**HOMO (alpha / beta)**: -16.25 / -16.22 eV
**LUMO (alpha / beta)**: -9.34 / -7.27 eV
**Total charge**: +1
**SMILES string**: Nn1cnc#[n+]1
**Energy above the lowest of the compared OMol25 structures with the same formula, charge and spin**: 269.8 kJ/mol

Entry 11:
Computed, not measured: an isolated ion of composition C2H3N4 and charge +1, with the ωB97M-V functional and the def2-TZVPD basis.

Structure (XYZ):
```
9
Properties=species:S:1:pos:R:3:nbo_charge:R:1
C 1.3640 -0.0213 0.0094 -0.4425
N -0.0924 0.1628 -0.0824 -0.1144
C -1.1515 -0.6004 -0.8659 0.6772
N -2.3650 -0.4133 -0.4508 -0.2439
N -2.1645 0.3247 0.5826 0.1692
N -0.8502 0.6490 0.8294 0.1179
H 2.0067 0.9587 -0.1103 0.3003
H 1.6570 -0.4124 0.9465 0.2747
H 1.5959 -0.6477 -0.8583 0.2616
```

**HOMO (alpha / beta)**: -17.54 / -17.50 eV
**LUMO (alpha / beta)**: -10.29 / -9.05 eV
**Total charge**: +1
**SMILES string**: C[N+]1=C=NN=N1
**Energy above the lowest of the compared OMol25 structures with the same formula, charge and spin**: 434.6 kJ/mol

Entry 12:
Computed, not measured: a 2-piece molecular cluster, C2H3N4 overall, with the ωB97M-V functional and the def2-TZVPD basis.

Structure (XYZ):
```
9
Properties=species:S:1:pos:R:3:nbo_charge:R:1
C -1.1013 -1.0000 0.2225 0.0424
C 0.0208 -0.0481 0.6346 0.0642
N -2.0167 0.1976 0.2619 -0.0386
N -1.3482 -0.0721 -0.9776 0.0000
N -0.9491 1.0157 0.7190 -0.0202
N -0.1978 0.7469 -0.4785 -0.1377
H -1.1572 -2.0420 0.3792 0.2776
H 0.8052 -0.0153 1.2369 0.2561
H 0.7103 1.7986 -1.3844 0.5562
```

**HOMO (alpha / beta)**: -15.67 / -15.67 eV
**LUMO (alpha / beta)**: -7.57 / -7.57 eV
**Total charge**: +1
**Energy above the lowest of the compared OMol25 structures with the same formula, charge and spin**: 762.7 kJ/mol

What did the tenth record say?
Computed, not measured: an isolated ion of composition C2H3N4 and charge +1, with the ωB97M-V functional and the def2-TZVPD basis.

Structure (XYZ):
```
9
Properties=species:S:1:pos:R:3:nbo_charge:R:1
N 0.2299 0.6516 -1.2738 -0.3698
N 0.1465 0.1599 -0.1058 0.0357
C -0.5720 -0.9250 0.4512 0.2558
N -0.3924 -0.8339 1.7671 -0.3821
C 0.4948 0.1032 1.9564 0.6485
N 0.8745 0.8183 0.8652 -0.2833
H -0.0849 1.5103 -1.6538 0.4421
H 0.5194 0.0282 -1.9923 0.4120
H -1.2159 -1.5129 -0.0143 0.2412
```

**HOMO (alpha / beta)**: -16.25 / -16.22 eV
**LUMO (alpha / beta)**: -9.34 / -7.27 eV
**Total charge**: +1
**SMILES string**: Nn1cnc#[n+]1
**Energy above the lowest of the compared OMol25 structures with the same formula, charge and spin**: 269.8 kJ/mol